The following is a quantum chemistry calculation of the molecule C2H5N, from the OMol25 dataset.

The geometry in XYZ format:
```
8
Properties=species:S:1:pos:R:3
H 0.8117 0.9368 1.1180
C -0.3553 -0.3630 -0.0277
H -0.1793 -1.4464 0.1968
C 0.8422 0.4628 0.1603
H -2.2351 -0.6850 -0.4627
H 1.8254 -0.1647 0.2871
H 0.9905 1.0883 -0.6332
N -1.7000 0.1713 -0.6385
```

SMILES string = [H]/N=C/C
LUMO level = 0.369 eV
spin multiplicity = 1

Here are the Löwdin charges for atoms 1 to 5, given in e: H 0.069; C -0.162; H 0.088; C -0.142; H -0.034

The following is a quantum chemistry calculation of the ion C2H5N2 with charge +1, from the OMol25 dataset.

The geometry in XYZ format:
```
9
Properties=species:S:1:pos:R:3
N -0.1375 1.1470 -0.4601
C 0.4083 -0.7558 1.0754
H 1.5374 -0.1307 -0.5177
H -0.5067 -0.9396 1.6365
H -1.9366 1.2873 -1.3388
H 0.0311 -1.0081 -0.8333
C 0.4608 -0.2110 -0.2111
N -1.1127 1.6285 -0.9902
H 1.2559 -1.0175 1.6393
```

LUMO level (spin up / spin down) = -7.823 / -6.405 eV
spin multiplicity = 1
total charge = +1

Here are the Löwdin charges for atoms 1 to 5, given in e: N 0.134; C 0.164; H 0.161; H 0.102; H 0.105

The following is a quantum chemistry calculation of the ion C2H5N2 with charge +1, from the OMol25 dataset.

The geometry in XYZ format:
```
9
Properties=species:S:1:pos:R:3
N 1.3000 0.5145 -0.0084
C -0.7411 -0.6615 -0.1346
N 0.0893 0.4312 0.3846
H -1.7369 -0.7825 0.2294
H -1.0071 -0.7428 -1.1900
H -0.1047 0.9173 1.2418
C 2.3776 0.6545 -0.3890
H -0.3177 -1.5321 0.2385
H 3.3972 0.3724 -0.6940
```

SMILES string = C#[N+]NC
LUMO level = -4.881 eV
spin multiplicity = 1
total charge = +1

Here are the Löwdin charges for atoms 1 to 5, given in e: N 0.045; C -0.002; N 0.020; H 0.097; H 0.111

The following is a quantum chemistry calculation of the ion C2H5N2O with charge +1, from the OMol25 dataset.

The geometry in XYZ format:
```
10
Properties=species:S:1:pos:R:3
N -0.8396 0.0550 -0.3894
H 0.0450 1.7674 0.3518
O 2.0884 -0.6755 -0.3156
H -2.2172 -1.4279 -0.2322
H 2.1865 0.9958 0.5059
H -1.4172 0.7280 -0.9507
C -1.2281 -1.0189 0.1060
N 1.5589 0.3429 0.1408
C 0.3347 0.7840 -0.0798
H -0.5113 -1.5507 0.8631
```

SMILES string = C=[NH+]/C=[NH+]\[O-]
LUMO level (spin up / spin down) = -5.907 / -5.907 eV
spin multiplicity = 1
total charge = +1

Here are the Löwdin charges for atoms 1 to 5, given in e: N 0.048; H 0.165; O 0.036; H 0.152; H 0.161

The following is a quantum chemistry calculation of a cluster of 2 separate species, C2H5N2O in total, from the OMol25 dataset.

The geometry in XYZ format:
```
10
Properties=species:S:1:pos:R:3
H -0.4483 -0.8656 1.5209
H 0.1023 1.4174 -0.2614
H 0.3509 -0.0638 -1.7677
C 0.0819 0.4079 0.0675
H -0.2359 -1.4725 -0.7989
N 0.0588 -0.4150 -0.8750
O 2.2498 0.5733 -3.6452
H -0.0321 0.6340 2.1210
C 1.5452 0.6563 -2.7749
N -0.1812 0.1048 1.3165
```

LUMO level = -3.759 eV
spin multiplicity = 1
total charge = +1

Here are the Löwdin charges for atoms 1 to 5, given in e: H 0.152; H 0.161; H -0.030; C -0.225; H 0.223

The following is a quantum chemistry calculation of the ion C2H5N2O with charge +1, from the OMol25 dataset.

The geometry in XYZ format:
```
10
Properties=species:S:1:pos:R:3
H -0.7041 -0.9456 1.0577
N -0.4084 1.8140 0.4427
H 0.4360 -1.1040 -1.8557
O -1.5942 1.6810 0.2250
H 1.0048 0.7941 1.3796
H -0.6059 -2.2080 -0.8686
C -0.0895 -1.2421 -0.9208
C 0.5031 0.6934 0.3979
H 1.4608 1.1413 -0.0730
N -0.0026 -0.6242 0.2151
```

SMILES string = C=[NH+]CN=O
LUMO level = -6.253 eV
spin multiplicity = 1
total charge = +1

Here are the Löwdin charges for atoms 1 to 5, given in e: H 0.273; N -0.013; H 0.136; O 0.063; H 0.156

Please write out number 6 again, unchanged.
The following is a quantum chemistry calculation of the ion C2H5N2O with charge +1, from the OMol25 dataset.

The geometry in XYZ format:
```
10
Properties=species:S:1:pos:R:3
H -0.7041 -0.9456 1.0577
N -0.4084 1.8140 0.4427
H 0.4360 -1.1040 -1.8557
O -1.5942 1.6810 0.2250
H 1.0048 0.7941 1.3796
H -0.6059 -2.2080 -0.8686
C -0.0895 -1.2421 -0.9208
C 0.5031 0.6934 0.3979
H 1.4608 1.1413 -0.0730
N -0.0026 -0.6242 0.2151
```

SMILES string = C=[NH+]CN=O
LUMO level = -6.253 eV
spin multiplicity = 1
total charge = +1

Here are the Löwdin charges for atoms 1 to 5, given in e: H 0.273; N -0.013; H 0.136; O 0.063; H 0.156

spin multiplicity of number 6 (C2H5N2O)? 1